P) The following is a DFT calculation (wB97M-V/def2-TZVPD) of 2 unconnected molecules or ions with the total composition C3H10S3.

Element x y z (Å)
C (-0.8083, -3.6493, -4.4260)
C (-0.8389, -3.5508, -2.9047)
S (0.8430, -3.2599, -2.2230)
H (0.1857, -3.9486, -4.7743)
H (-1.1842, -2.7098, -4.8422)
H (-1.3475, -4.3342, -5.1015)
H (-1.5495, -2.7601, -2.6981)
H (-1.0301, -4.5063, -2.4297)
H (0.6348, -2.0048, -1.8013)
C (0.3967, 1.9950, 0.8041)
S (0.2466, 3.3958, 1.9525)
S (-0.3700, 2.4619, 3.6936)
H (0.6285, 1.0149, 1.2073)
H (1.1766, 2.2890, 0.1033)
H (-0.5556, 1.9460, 0.2792)
H (-0.7632, 3.6611, 4.1504)

Results
Spin multiplicity = 1
SMILES = CCS.CSS
E_HOMO = -8.1 eV
Orbital gap = 8.609 eV
Molecular weight = 142.314 g/mol



Q) The following is a DFT calculation (wB97M-V/def2-TZVPD) of 2 unconnected molecules or ions with the total composition C3H10S3.

Element x y z (Å)
C (-1.3454, 0.6703, -0.3422)
S (0.1806, 1.1016, -1.3356)
C (-0.0414, 2.9778, -1.7128)
H (-1.9920, 0.2741, -1.1770)
H (-1.6857, 1.6343, 0.0944)
H (-0.9225, 0.0548, 0.4470)
H (-1.1624, 3.2273, -1.5361)
H (0.8949, 3.5666, -1.3603)
H (0.1703, 2.8715, -2.7733)
C (0.5514, -2.4231, 2.3255)
S (0.6091, -3.5308, 0.8936)
S (2.0961, -2.4344, -0.3773)
H (1.3937, -1.8993, 2.6810)
H (0.0681, -2.9367, 3.0973)
H (-0.1499, -1.6556, 1.9269)
H (1.3351, -1.4985, -0.8511)

Results
Spin multiplicity = 1
SMILES = CSC.CSS
E_HOMO = -8.6 eV
Orbital gap = 8.668 eV
Molecular weight = 142.314 g/mol



Least stable structure: Q)



P) The following is a DFT calculation (wB97M-V/def2-TZVPD) of a single C6H3NO molecule.

Element x y z (Å)
C (0.7574, -1.9712, 2.6873)
C (0.3479, -1.6079, 1.4213)
C (0.0480, -0.6530, 0.3764)
N (-1.1151, 0.0343, 0.2826)
C (-0.6695, 1.1474, -0.8540)
O (-0.8360, 2.5551, -0.8931)
C (0.4546, 0.4842, -1.7917)
C (0.9231, -0.4324, -1.0232)
H (0.8415, -2.4189, 3.8939)
H (0.7549, 1.1163, -2.5967)
H (1.7285, -1.1820, -1.0269)

Results
Spin multiplicity = 1
SMILES = C#CC1=NC(=O)C=C1
E_HOMO = -10.1 eV
Orbital gap = 8.497 eV
Molecular weight = 105.096 g/mol



Q) The following is a DFT calculation (wB97M-V/def2-TZVPD) of a single C6H3NO molecule.

Element x y z (Å)
C (-0.9118, 2.2479, -0.0120)
C (-0.8307, 1.0259, 0.0032)
C (-0.6129, -0.4243, -0.0031)
C (-1.8196, -1.2490, -0.0372)
N (-2.8815, -1.6765, -0.0128)
C (0.5929, -0.9633, 0.0514)
C (1.9028, -0.2312, -0.0360)
O (2.9259, -0.8842, -0.0249)
H (-1.0495, 3.2906, -0.0150)
H (0.8229, -2.0242, 0.0483)
H (1.8616, 0.8882, 0.0381)

Results
Spin multiplicity = 1
SMILES = C#C/C(C#N)=C\C=O
E_HOMO = -10.5 eV
Orbital gap = 9.179 eV
Molecular weight = 105.096 g/mol



Least stable structure: P)



P) The following is a DFT calculation (wB97M-V/def2-TZVPD) of a single C10H10O2 molecule.

Element x y z (Å)
O (1.2273, 2.1452, -0.8031)
C (1.0219, 0.7528, -0.4273)
C (-0.4904, 0.4083, -0.3997)
C (-1.4196, 1.1964, 0.2310)
C (-2.7392, 0.8995, 0.4257)
C (-3.1483, -0.4482, 0.2261)
C (-2.1979, -1.3296, -0.3026)
C (-0.9605, -0.8764, -0.7169)
C (1.4273, 0.5021, 1.0035)
C (2.2993, -0.4896, 1.0898)
C (2.6253, -1.0257, -0.2989)
O (1.9167, -0.1103, -1.1690)
H (2.1286, 2.0963, -1.2879)
H (-1.0160, 2.1891, 0.5233)
H (-3.4079, 1.7167, 0.7091)
H (-4.1986, -0.7220, 0.3274)
H (-2.3854, -2.5093, -0.4938)
H (-0.2417, -1.4443, -1.3419)
H (0.8105, 1.0216, 1.7474)
H (2.9331, -0.9260, 1.8855)
H (3.6172, -0.9898, -0.5692)
H (2.1985, -2.0570, -0.3583)

Results
Spin multiplicity = 1
SMILES = O[C@]1(c2ccccc2)C=CCO1
E_HOMO = -9.0 eV
Orbital gap = 9.874 eV
Molecular weight = 162.188 g/mol



Q) The following is a DFT calculation (wB97M-V/def2-TZVPD) of 2 unconnected molecules or ions with the total composition C10H10O2.

Element x y z (Å)
C (1.6745, -0.2786, -0.1685)
C (2.5635, 0.7930, -0.1230)
C (1.8849, 2.1030, -0.0520)
C (0.4816, 2.2091, -0.0816)
C (-0.2622, 1.0046, -0.2442)
C (-1.7785, 1.0277, -0.1017)
C (-2.4554, -0.3509, 0.0099)
C (-1.6849, -1.6451, -0.4541)
C (-0.2362, -1.5613, 0.2900)
C (0.2910, -0.2364, -0.0011)
H (3.1184, -1.4445, 0.8894)
H (3.6797, 0.6807, -0.0647)
H (2.4341, 3.0599, -0.0077)
H (-0.0049, 3.1637, -0.3531)
H (-2.6517, -0.4583, 1.1188)
H (-3.5655, -0.2504, -0.3163)
H (-1.5064, -1.7702, -1.5452)
H (-2.0752, -2.5827, -0.3461)
H (0.6303, -2.4079, 0.2253)
H (-0.3133, -1.6047, 1.4286)
O (2.1923, -1.4748, -0.1777)
O (-2.4160, 2.0240, 0.0749)

Results
Spin multiplicity = 1
E_HOMO = -8.7 eV
Orbital gap = 7.707 eV
Molecular weight = 162.188 g/mol



Least stable structure: Q)



P) The following is a DFT calculation (wB97M-V/def2-TZVPD) of a single C5H11IO2 molecule.

Element x y z (Å)
C (1.7190, 0.0579, -1.1185)
C (0.4729, 0.7390, -0.6505)
C (-0.4832, -0.1650, 0.1558)
C (0.2160, -0.9829, 1.2599)
C (-1.7027, 0.6126, 0.6240)
O (-2.3132, 1.3958, -0.3410)
O (-2.7084, -0.0642, 1.2310)
I (-1.0462, 2.1250, 2.2342)
H (1.6886, -0.9646, -1.1479)
H (2.0108, 0.5840, -2.0911)
H (2.4311, 0.3274, -0.4013)
H (0.7229, 1.4137, 0.0965)
H (-0.0180, 1.2651, -1.5687)
H (-1.0190, -0.9109, -0.4353)
H (0.9921, -0.3171, 1.6954)
H (0.7095, -1.8728, 0.8631)
H (-0.5719, -1.0630, 1.9218)
H (-3.0040, 1.7887, 0.1266)
H (-2.9903, -0.8119, 0.6851)

Results
Spin multiplicity = 1
SMILES = CC[C@@H](C)C(O)(O)I
E_HOMO = -9.2 eV
Orbital gap = 9.472 eV
Molecular weight = 230.045 g/mol



Q) The following is a DFT calculation (wB97M-V/def2-TZVPD) of 2 unconnected molecules or ions with the total composition C5H11IO2.

Element x y z (Å)
C (-0.5376, -2.3005, 0.3553)
C (-0.9695, -0.9019, 0.4323)
C (-0.1859, 0.0619, -0.0899)
O (-0.3882, 1.3808, -0.0288)
C (-1.7836, 1.9046, 0.2178)
O (1.0581, -0.2182, -0.5900)
C (1.8589, 0.8434, -1.0104)
H (-1.2282, -2.9430, 0.9238)
H (0.5655, -2.5079, 0.5124)
H (-0.5759, -2.5380, -0.7724)
H (-1.9864, -0.7455, 0.7170)
H (-2.1984, 1.4837, 1.2070)
H (-2.3347, 1.5425, -0.6005)
H (-1.6204, 2.9438, 0.4709)
H (1.2377, 1.3396, -1.7248)
H (2.7387, 0.4997, -1.6140)
H (1.9796, 1.5037, -0.1268)
I (4.5348, -0.7407, 2.2735)
H (2.8884, -0.7505, 2.1733)

Results
Spin multiplicity = 1
SMILES = CC=C(OC)OC.I
E_HOMO = -7.7 eV
Orbital gap = 8.257 eV
Molecular weight = 230.045 g/mol



Least stable structure: Q)



P) The following is a DFT calculation (wB97M-V/def2-TZVPD) of a gas-phase ion, C5H6N (charge +1).

Element x y z (Å)
C (0.2394, -0.4739, 0.1020)
C (-3.0589, -0.4338, -0.0142)
C (-2.0343, 0.5308, -0.0351)
C (1.4680, 0.4168, 0.0994)
C (1.5159, -1.0962, -0.1307)
N (-0.9921, -0.3820, 0.0191)
H (-1.9589, 1.1932, -0.9096)
H (-2.1187, 1.3706, 0.8037)
H (1.7022, 1.2576, -0.6751)
H (1.6900, 0.7291, 1.0373)
H (1.7597, -1.5620, 0.7356)
H (1.7877, -1.5502, -1.0324)

Results
Spin multiplicity = 3
Net charge = +1
E_HOMO (spin up / spin down) = -12.9 / -15.1 eV
Orbital gap (spin up / spin down) = 7.765 / 6.520 eV
Molecular weight = 80.110 g/mol



Q) The following is a DFT calculation (wB97M-V/def2-TZVPD) of a gas-phase ion, C5H6N (charge +1).

Element x y z (Å)
C (1.9059, 0.5532, -0.4236)
C (-1.9049, 0.5410, 0.3118)
C (1.8587, -0.7585, 0.2473)
C (-0.6934, -0.2427, 0.0269)
C (0.6423, -0.2892, 0.0455)
N (-1.8014, -0.6599, -0.4271)
H (2.2879, 1.2604, 0.2378)
H (1.9162, 0.6559, -1.4380)
H (-2.0785, 0.4522, 1.3655)
H (-2.1469, 1.4350, -0.2337)
H (2.2663, -1.4524, 0.9689)
H (-2.2523, -1.4950, -0.6815)

Results
Spin multiplicity = 3
Net charge = +1
E_HOMO (spin up / spin down) = -11.8 / -15.9 eV
Orbital gap (spin up / spin down) = 7.706 / 7.792 eV
Molecular weight = 80.110 g/mol



Least stable structure: P)